{"formula": "C69H151N7O13", "method": "ωB97M-V/def2-TZVPD", "e_above_lowest_ev": 2.321, "homo_energy_ev": -8.1, "total_charge": 0, "smiles": "CC1(C)CCCC(C)(C)N1O.CC1(C)CCCC(C)(C)N1O.CC1(C)CCCC(C)(C)N1O.CC1(C)CCCC(C)(C)N1O.CC1(C)CCCC(C)(C)N1O.CC1(C)CCCC(C)(C)N1O.CC1(C)CCCC(C)(C)N1O.OCCO.OCCO.OCCO", "lumo_ev": 0.4, "symbols": ["C", "C", "C", "C", "C", "C", "C", "C", "C", "N", "O", "H", "H", "H", "H", "H", "H", "H", "H", "H", "H", "H", "H", "H", "H", "H", "H", "H", "H", "H", "C", "C", "C", "C", "C", "C", "C", "C", "C", "N", "O", "H", "H", "H", "H", "H", "H", "H", "H", "H", "H", "H", "H", "H", "H", "H", "H", "H", "H", "H", "C", "C", "C", "C", "C", "C", "C", "C", "C", "N", "O", "H", "H", "H", "H", "H", "H", "H", "H", "H", "H", "H", "H", "H", "H", "H", "H", "H", "H", "H", "C", "C", "C", "C", "C", "C", "C", "C", "C", "N", "O", "H", "H", "H", "H", "H", "H", "H", "H", "H", "H", "H", "H", "H", "H", "H", "H", "H", "H", "H", "C", "C", "C", "C", "C", "C", "C", "C", "C", "N", "O", "H", "H", "H", "H", "H", "H", "H", "H", "H", "H", "H", "H", "H", "H", "H", "H", "H", "H", "H", "C", "C", "C", "C", "C", "C", "C", "C", "C", "N", "O", "H", "H", "H", "H", "H", "H", "H", "H", "H", "H", "H", "H", "H", "H", "H", "H", "H", "H", "H", "C", "C", "C", "C", "C", "C", "C", "C", "C", "N", "O", "H", "H", "H", "H", "H", "H", "H", "H", "H", "H", "H", "H", "H", "H", "H", "H", "H", "H", "H", "O", "C", "C", "O", "H", "H", "H", "H", "H", "H", "O", "C", "C", "O", "H", "H", "H", "H", "H", "H", "O", "C", "C", "O", "H", "H", "H", "H", "H", "H"], "xyz": [[0.4368, 0.7929, -7.5578], [0.0654, 1.7981, -6.3745], [1.3511, 2.4896, -6.0429], [-1.0719, 2.7533, -6.7773], [-2.3865, 2.0540, -6.8474], [-2.7516, 1.5490, -5.4559], [-1.7429, 0.5180, -4.9486], [-1.9913, 0.2607, -3.4273], [-1.8400, -0.8665, -5.7746], [-0.3987, 1.0972, -5.1305], [0.5209, 0.1178, -4.6976], [0.8812, -0.1372, -7.2828], [-0.2723, 0.5631, -8.3627], [1.1274, 1.4370, -8.0929], [1.2822, 2.9961, -5.1341], [2.1602, 1.7725, -6.0219], [1.5256, 3.2814, -6.8206], [-1.1467, 3.5001, -5.9932], [-0.8712, 3.2196, -7.7361], [-3.1630, 2.7500, -7.1064], [-2.4589, 1.2030, -7.5545], [-3.7065, 1.0288, -5.4092], [-2.8379, 2.3950, -4.7627], [-1.9163, 1.2325, -2.9342], [-1.2700, -0.4725, -3.0733], [-3.0495, -0.0651, -3.3068], [-2.2291, -0.4955, -6.7221], [-2.6064, -1.5629, -5.3946], [-0.9852, -1.4385, -5.8228], [0.8410, 0.5490, -3.8504], [2.4838, -4.8444, -4.9746], [2.1557, -3.8678, -3.7988], [0.6499, -3.9965, -3.5017], [2.9017, -4.2823, -2.4548], [4.3984, -4.0785, -2.5525], [4.7045, -2.5712, -2.8362], [3.9554, -2.0747, -4.1187], [4.0584, -0.5384, -4.1868], [4.7110, -2.6569, -5.3644], [2.5114, -2.4557, -4.0322], [1.9468, -2.0217, -5.2947], [1.9465, -5.7693, -4.8851], [2.1510, -4.3856, -5.9374], [3.4853, -5.1103, -5.0342], [0.4515, -5.0631, -3.2325], [0.2608, -3.1984, -2.7357], [0.0538, -3.7130, -4.3785], [2.4736, -3.7986, -1.5963], [2.6631, -5.3835, -2.3600], [4.8627, -4.5183, -1.6977], [4.7106, -4.7063, -3.4272], [5.7793, -2.5014, -2.9719], [4.3313, -1.9996, -1.9566], [3.5785, -0.1932, -5.0912], [5.1261, -0.4306, -4.1867], [3.7477, 0.1273, -3.3101], [4.9047, -3.7092, -5.1358], [5.6114, -2.1039, -5.6653], [4.0161, -2.7460, -6.1927], [1.3854, -1.3014, -5.0222], [2.6869, 3.3853, 0.7973], [4.1565, 3.0056, 0.6190], [4.5870, 3.5646, -0.8174], [4.9562, 3.7255, 1.6008], [6.3931, 3.1219, 1.7173], [6.5263, 1.5559, 1.7229], [5.5805, 0.8715, 0.6676], [6.1722, 0.9681, -0.7693], [5.4948, -0.5560, 1.1792], [4.2907, 1.5617, 0.8513], [3.3078, 0.8140, 0.0813], [2.5690, 4.4688, 0.5982], [2.1021, 2.8275, 0.1282], [2.3751, 3.2196, 1.8033], [4.1413, 2.9366, -1.6048], [4.2231, 4.5981, -0.9468], [5.6630, 3.4619, -0.9280], [5.0565, 4.8015, 1.3099], [4.4227, 3.8881, 2.5619], [6.9257, 3.3628, 0.8389], [6.9686, 3.5002, 2.5829], [6.0930, 1.2113, 2.6854], [7.5401, 1.2097, 1.5994], [5.5193, 0.8242, -1.6098], [6.8366, 0.0932, -0.8251], [6.7908, 1.8179, -0.9323], [5.0414, -0.5520, 2.1811], [6.4722, -1.0034, 1.2059], [4.8024, -1.0658, 0.5652], [2.5779, 0.5919, 0.7831], [-0.4767, 3.9084, -1.9714], [-1.4186, 4.1045, -0.8254], [-1.5710, 2.7776, -0.0571], [-0.6934, 5.2117, -0.0049], [-1.6622, 5.8355, 1.0282], [-2.9387, 6.2269, 0.2817], [-3.6526, 5.1373, -0.5465], [-4.4505, 4.1742, 0.2995], [-4.6819, 5.8600, -1.3910], [-2.6146, 4.6020, -1.4117], [-3.1557, 3.5956, -2.2796], [-0.6595, 3.0124, -2.5616], [-0.3962, 4.8186, -2.5363], [0.4867, 3.6641, -1.5492], [-2.1943, 2.1324, -0.7469], [-0.6042, 2.2426, 0.1181], [-2.1517, 2.8720, 0.8781], [0.1046, 4.6582, 0.5553], [-0.2536, 5.8533, -0.7222], [-1.8953, 5.0687, 1.8283], [-1.1917, 6.7354, 1.4627], [-2.6868, 7.0099, -0.4957], [-3.6342, 6.6696, 1.0366], [-3.9587, 3.7947, 1.1775], [-4.8638, 3.3390, -0.2876], [-5.3398, 4.6653, 0.6796], [-5.2725, 6.5620, -0.8173], [-5.2880, 5.1849, -1.9130], [-4.0799, 6.3489, -2.1622], [-3.4744, 2.8781, -1.7067], [-2.3268, -0.8046, 2.4276], [-3.7412, -0.3865, 2.8709], [-4.2286, 0.8792, 2.2018], [-4.6829, -1.5544, 2.5304], [-4.3361, -2.8489, 3.2943], [-4.3002, -2.6376, 4.7867], [-3.5895, -1.3816, 5.3224], [-4.2844, -0.8791, 6.5797], [-2.1213, -1.8045, 5.5993], [-3.7732, -0.2471, 4.3494], [-2.8689, 0.8101, 4.7827], [-1.5020, -0.0630, 2.6447], [-1.9714, -1.6511, 3.0582], [-2.3156, -1.1158, 1.3899], [-4.1534, 0.9816, 1.0995], [-5.2210, 1.0209, 2.6403], [-3.6454, 1.7481, 2.5916], [-5.6394, -1.2735, 2.9592], [-4.7831, -1.6589, 1.4758], [-5.0007, -3.6547, 3.1236], [-3.3389, -3.1491, 2.9634], [-3.8959, -3.5599, 5.3106], [-5.3397, -2.5531, 5.1021], [-3.7235, -0.0793, 7.0934], [-4.4427, -1.7505, 7.2263], [-5.2381, -0.4231, 6.3481], [-1.5035, -0.9161, 5.5938], [-1.6800, -2.3805, 4.7608], [-2.0212, -2.3050, 6.5318], [-1.9283, 0.7088, 4.5978], [-5.2296, -1.7447, -1.8190], [-5.6112, -3.2623, -1.8804], [-7.2101, -3.4132, -1.6030], [-5.3792, -3.8936, -3.2283], [-3.9352, -4.1879, -3.5424], [-3.3814, -5.1066, -2.4582], [-3.5536, -4.5023, -1.0255], [-3.3085, -5.6908, -0.0056], [-2.5815, -3.2691, -0.8050], [-4.9963, -4.2211, -0.8901], [-5.2350, -3.7243, 0.4475], [-4.1512, -1.5334, -1.8884], [-5.8053, -1.1193, -2.4818], [-5.4925, -1.3073, -0.8165], [-7.5410, -4.4215, -1.7854], [-7.3390, -3.1515, -0.5815], [-7.7989, -2.6844, -2.2196], [-5.9113, -4.8120, -3.2084], [-5.7834, -3.2161, -3.9436], [-3.9337, -4.6488, -4.5476], [-3.3602, -3.2498, -3.5960], [-2.3257, -5.1832, -2.7382], [-3.8588, -6.1185, -2.4573], [-4.1494, -6.3458, -0.0394], [-3.1956, -5.3648, 1.0395], [-2.4385, -6.2484, -0.3963], [-2.3002, -2.6789, -1.7417], [-1.6601, -3.6953, -0.4125], [-2.9143, -2.5522, -0.0904], [-5.8068, -4.3896, 0.8529], [3.4993, 5.5937, 5.2446], [2.5296, 4.4460, 5.7804], [2.6779, 4.3386, 7.3282], [1.1187, 4.8724, 5.3549], [0.1252, 3.7222, 5.5222], [0.5798, 2.5376, 4.8330], [1.9477, 2.0319, 5.1612], [2.0587, 1.4104, 6.5464], [2.4741, 0.9043, 4.1678], [2.8203, 3.2014, 4.9325], [4.1527, 2.8248, 5.2709], [3.3765, 6.6331, 5.6006], [4.5179, 5.2703, 5.5201], [3.3209, 5.6461, 4.1261], [2.9370, 5.3435, 7.7249], [1.7246, 3.9553, 7.6572], [3.4394, 3.6548, 7.6749], [0.8288, 5.7036, 5.9713], [1.1897, 5.1666, 4.2958], [-0.1397, 3.5894, 6.5586], [-0.8480, 4.0617, 5.0950], [0.5539, 2.7912, 3.7168], [-0.0408, 1.6407, 5.1374], [1.7117, 2.0301, 7.3911], [3.1468, 1.1630, 6.7095], [1.5235, 0.4641, 6.4837], [1.5927, 0.2242, 3.9080], [3.4440, 0.4301, 4.4456], [2.5869, 1.5375, 3.2020], [4.5857, 3.0004, 4.4883], [0.8924, -2.1272, 3.5186], [2.1834, -2.6214, 3.8031], [3.2935, -2.4438, 2.8279], [3.1078, -3.3609, 1.7212], [0.4161, -2.8375, 3.0550], [2.5464, -2.1554, 4.7379], [2.1273, -3.7157, 4.0486], [4.2078, -2.7062, 3.3586], [3.2995, -1.4175, 2.4370], [2.7500, -2.8008, 0.9977], [1.7085, -6.8507, 1.9695], [0.4081, -6.6662, 2.5381], [-0.2746, -5.6000, 1.6753], [0.4581, -4.3410, 1.8779], [2.1221, -7.5886, 2.4626], [-0.1751, -7.6006, 2.4266], [0.5153, -6.4149, 3.5879], [-1.2460, -5.3548, 1.9961], [-0.1110, -5.9315, 0.6389], [1.3799, -4.5662, 1.7991], [0.9852, 0.6249, -1.8101], [1.0227, -0.6458, -1.0996], [0.2010, -0.5397, 0.1905], [0.9951, -0.0604, 1.3729], [1.8473, 0.9665, -1.9133], [0.4809, -1.2796, -1.7561], [2.0714, -1.0619, -1.0179], [-0.2555, -1.4959, 0.5175], [-0.5933, 0.1470, 0.0318], [0.8686, -0.6592, 2.1059]], "atomic_forces_ev_per_a": [[-0.59, 1.88, -0.59], [-1.23, -2.65, -0.47], [0.18, 0.75, -1.83], [0.80, -0.54, 0.03], [-1.25, -0.96, 0.55], [0.08, -0.67, 0.23], [0.56, -1.26, -0.13], [-0.59, 0.53, -1.31], [-3.12, 2.49, 0.78], [-0.68, 0.71, 0.35], [0.99, 1.36, 1.40], [0.56, -0.40, 0.59], [-0.68, 0.11, 0.69], [0.71, -0.47, -0.34], [-0.12, 0.79, 1.73], [0.33, 0.03, -0.01], [0.17, -0.82, 0.51], [0.07, 0.44, 0.02], [0.42, 0.22, -0.07], [-0.36, 0.44, -0.50], [0.38, 0.66, 0.08], [-0.35, 0.10, -0.33], [0.25, -0.13, 0.02], [0.31, -0.21, 0.27], [-0.18, 0.03, 0.32], [0.75, -0.13, -0.03], [0.46, -0.80, -0.44], [-0.02, 0.50, 0.22], [2.22, -0.74, -0.33], [-0.34, -1.14, -0.94], [-1.89, 1.49, -0.26], [0.32, -0.33, 1.05], [-0.72, 1.40, 0.47], [-0.57, -1.59, -1.78], [-0.66, 0.23, -1.83], [-1.21, -1.18, 0.39], [0.35, -0.12, 0.73], [-0.05, 0.05, 1.15], [-1.05, -0.59, 0.50], [0.36, 0.29, -0.67], [0.56, -1.33, 0.39], [-0.51, -0.46, 0.29], [0.36, -0.25, 0.75], [1.89, -0.27, -0.17], [-0.16, 1.02, 0.08], [1.00, -1.81, -0.82], [0.18, -0.43, -0.15], [-0.35, 0.51, 0.35], [0.31, 0.98, 0.15], [0.64, 0.16, 0.73], [0.15, 0.55, 0.73], [0.13, 0.59, 0.06], [0.52, -0.07, -0.46], [0.16, 0.30, -0.25], [0.68, 0.73, -0.55], [-0.18, -1.40, -0.81], [0.70, 0.32, -0.11], [-0.30, -0.21, 0.30], [0.00, 0.52, -0.31], [-0.65, 0.71, -0.02], [1.06, 1.26, 0.06], [-1.13, 0.23, -2.47], [-0.62, -1.23, 0.40], [2.03, 1.52, 2.09], [0.03, -1.07, 0.81], [-2.59, 1.00, 0.43], [0.84, 1.77, 0.55], [0.59, -1.98, 1.01], [-0.87, 0.92, 0.32], [-0.62, -1.07, -0.03], [-0.92, 0.16, 1.67], [0.04, -0.52, 0.01], [-1.04, -0.60, -0.92], [-0.33, -0.30, 0.87], [-0.01, 0.23, 0.16], [0.37, -0.44, 0.14], [-0.03, 0.52, -0.12], [0.12, -0.77, -0.20], [0.31, -0.90, -0.14], [0.72, 1.00, -1.01], [-0.39, 0.10, -0.42], [0.64, 0.01, -0.31], [0.40, 0.06, 0.03], [-0.82, 0.17, -0.08], [0.17, 0.21, -0.16], [0.35, 0.79, -0.04], [0.47, 0.13, -0.25], [0.32, -0.34, -0.07], [-0.44, -1.13, -0.84], [1.44, 0.39, -1.59], [1.02, -1.53, -0.18], [1.80, -0.18, 0.72], [-0.73, -0.69, -0.43], [-1.12, -2.18, 2.12], [0.27, -0.56, -0.67], [-0.16, 1.19, 0.16], [-0.16, 0.80, 0.92], [-0.49, -0.77, 0.31], [1.63, 0.84, -0.65], [-1.53, -0.12, -0.60], [-0.19, 0.45, 0.06], [-0.50, 0.28, -0.45], [-0.06, 0.18, -0.58], [0.67, 0.22, 0.22], [0.86, 0.13, 0.94], [-0.75, 0.67, -0.12], [0.55, -0.04, -0.31], [-0.34, 0.62, -0.59], [0.33, 1.21, -0.32], [0.35, 0.92, -0.69], [-0.35, -0.45, 0.15], [-0.16, -0.51, 1.01], [0.17, -0.24, -0.81], [0.41, -0.33, 0.26], [0.31, 0.07, 0.12], [-0.15, 0.35, 0.02], [-0.07, 0.12, 0.11], [-1.15, -1.08, -0.60], [-0.37, 0.50, 0.00], [-0.02, 0.13, -0.13], [1.29, 0.13, 1.15], [1.63, -1.75, 0.04], [0.43, 1.48, 1.11], [-0.39, 0.00, 2.09], [1.92, 1.13, -0.51], [-0.70, -0.36, 1.06], [0.34, -0.27, -1.04], [0.46, -0.15, 0.63], [-0.02, 1.13, -1.83], [1.21, 0.98, 0.17], [-1.60, 0.67, 0.15], [-1.05, -0.20, -0.67], [-0.46, 0.32, -0.76], [0.14, 0.14, -0.21], [-0.33, -0.72, 0.62], [-0.25, 0.24, -0.73], [-0.22, -0.63, -0.19], [-0.59, 0.34, -0.29], [0.03, -0.29, -0.76], [-0.76, -0.72, -0.60], [-0.04, -0.41, -0.14], [-0.37, 1.08, -0.53], [-0.27, -0.08, 0.14], [0.07, -0.58, -0.14], [0.04, 0.33, 0.27], [-0.30, -0.19, -0.28], [0.30, 0.21, 0.54], [-0.47, -0.20, 0.70], [0.03, -0.52, 0.71], [0.03, -0.92, -0.56], [0.33, -0.29, 2.15], [-1.96, -0.29, 0.98], [1.73, 1.55, -1.11], [0.75, 0.77, 0.34], [-0.53, -0.06, -0.17], [0.28, 0.20, -0.05], [-0.02, -0.28, 0.09], [1.05, 1.31, -0.80], [0.43, -0.90, -1.41], [-0.37, 1.22, -0.30], [0.24, -0.09, -0.42], [-0.44, -0.22, -0.47], [-0.08, -0.15, -0.74], [0.11, -0.68, -0.57], [-0.03, -0.35, -0.10], [-0.42, 0.18, 0.91], [0.57, -0.68, 0.37], [-0.64, -0.90, -0.34], [-0.58, 0.35, -0.85], [0.45, 0.06, 0.45], [-0.02, -0.30, -0.02], [0.14, -0.49, 0.68], [0.33, 0.79, -0.21], [-0.71, -0.46, -0.19], [0.21, 0.01, -0.49], [-0.14, 0.21, 0.62], [-0.53, -1.00, 1.00], [0.30, 0.07, 0.00], [-0.63, 0.32, 0.66], [0.11, 0.04, -0.22], [-0.18, -1.19, -0.84], [0.66, 1.10, -0.97], [-0.08, 0.42, -1.01], [0.35, -0.90, 0.15], [-1.47, 2.77, 0.37], [-0.64, -2.96, -2.02], [2.10, -0.38, 0.03], [1.07, -0.09, 0.48], [-1.86, 2.08, -1.96], [0.36, 1.33, 1.39], [-1.20, -0.73, 2.41], [-0.48, -0.72, 0.36], [-0.22, 0.33, -0.54], [0.68, -0.18, 1.11], [-0.54, -0.62, -0.10], [-0.21, 0.33, 0.80], [0.33, -0.20, -0.25], [-0.22, 0.62, 0.09], [-0.24, 0.03, 0.31], [0.28, -0.33, 0.63], [0.53, -0.31, 0.08], [-0.15, -0.89, 1.20], [-0.07, 0.90, -0.96], [-0.04, -0.50, -0.49], [-1.10, 0.26, 0.03], [-0.16, -0.07, 0.38], [1.48, 0.42, 0.78], [-1.03, 0.29, -0.07], [0.34, -1.39, 1.22], [1.77, 0.46, -2.66], [0.04, 0.23, -0.57], [0.29, -1.05, 2.16], [-0.94, -0.19, -1.02], [-0.06, 1.08, -0.65], [0.12, -0.04, -0.13], [-0.44, 0.08, -0.20], [-0.05, 0.72, -0.25], [0.22, 0.14, -0.24], [0.23, -0.25, 0.30], [0.36, -0.74, 0.49], [0.17, -0.66, 0.59], [-0.53, -0.58, -0.98], [3.08, 0.66, 0.83], [-1.40, -0.72, -0.30], [-0.15, 0.71, -0.54], [0.12, 0.26, 0.24], [-0.32, 0.31, 0.21], [-1.34, -0.23, -0.06], [-0.71, 0.24, 0.16], [1.07, 0.13, -0.11], [-1.22, -0.88, 0.39], [0.44, 0.74, 0.17], [1.71, -0.83, 1.70], [-0.46, 0.37, -2.14], [1.77, 0.58, 0.32], [-0.46, -1.02, -0.48], [-1.12, 0.63, 0.19], [0.42, 0.23, -0.57], [-0.66, 0.69, -0.20], [-0.13, -0.65, 0.53]], "lowdin_charge": [-0.008, -0.465, -0.040, -0.133, -0.190, -0.140, -0.451, -0.007, 0.021, -0.077, -0.085, 0.062, 0.077, 0.068, 0.060, 0.076, 0.111, 0.126, 0.124, 0.107, 0.108, 0.122, 0.116, 0.054, 0.063, 0.081, 0.060, 0.073, 0.034, 0.112, -0.022, -0.486, -0.049, -0.136, -0.176, -0.108, -0.477, -0.031, -0.017, -0.046, -0.056, 0.073, 0.101, 0.030, 0.089, 0.094, 0.072, 0.092, 0.134, 0.097, 0.103, 0.114, 0.110, 0.068, 0.066, 0.093, 0.054, 0.091, 0.073, 0.020, -0.028, -0.519, -0.006, -0.151, -0.134, -0.109, -0.484, -0.012, -0.040, -0.049, -0.086, 0.101, 0.048, 0.058, 0.077, 0.088, 0.051, 0.136, 0.099, 0.072, 0.114, 0.111, 0.114, 0.059, 0.086, 0.056, 0.069, 0.093, 0.054, 0.099, -0.041, -0.544, 0.002, -0.115, -0.163, -0.138, -0.544, -0.035, -0.041, -0.077, -0.029, 0.068, 0.093, 0.070, 0.082, 0.087, 0.063, 0.113, 0.101, 0.121, 0.111, 0.138, 0.130, 0.054, 0.091, 0.090, 0.091, 0.062, 0.096, 0.065, -0.017, -0.508, -0.029, -0.119, -0.181, -0.146, -0.491, -0.042, -0.019, -0.042, -0.060, 0.100, 0.060, 0.061, 0.089, 0.092, 0.078, 0.123, 0.079, 0.091, 0.096, 0.142, 0.112, 0.089, 0.086, 0.082, 0.063, 0.069, 0.077, 0.045, -0.018, -0.445, -0.013, -0.174, -0.181, -0.131, -0.441, -0.027, -0.002, -0.081, -0.057, 0.045, 0.075, 0.084, 0.068, 0.047, 0.094, 0.107, 0.116, 0.123, 0.096, 0.107, 0.134, 0.068, 0.065, 0.082, 0.084, 0.066, 0.039, 0.107, -0.041, -0.459, -0.023, -0.139, -0.208, -0.172, -0.533, -0.032, -0.010, -0.065, -0.023, 0.081, 0.076, 0.084, 0.094, 0.051, 0.075, 0.117, 0.119, 0.108, 0.129, 0.153, 0.131, 0.071, 0.102, 0.081, 0.081, 0.092, 0.088, 0.031, -0.089, -0.260, -0.226, -0.077, 0.058, 0.121, 0.137, 0.131, 0.091, 0.089, -0.076, -0.229, -0.168, -0.106, 0.104, 0.124, 0.118, 0.086, 0.126, 0.035, -0.077, -0.177, -0.137, -0.113, 0.040, 0.067, 0.130, 0.112, 0.077, 0.017]}